{"formula": "C18H20NO2S2", "method": "the ωB97M-V functional and the def2-TZVPD basis", "species": ["C", "H", "H", "H", "O", "C", "C", "C", "C", "C", "C", "O", "C", "C", "C", "C", "C", "S", "H", "H", "H", "H", "H", "H", "H", "C", "H", "H", "N", "H", "H", "C", "C", "C", "C", "C", "S", "H", "H", "H", "H", "H", "H"], "xyz": [[-3.027572, 1.700304, -1.513829], [-3.993892, 1.467014, -1.958999], [-3.058851, 2.702140, -1.084255], [-2.250973, 1.653165, -2.278745], [-2.839652, 0.710229, -0.519738], [-1.739064, 0.664597, 0.257972], [-1.741028, -0.388826, 1.167562], [-0.677024, -0.627526, 2.021195], [0.413186, 0.229495, 1.990784], [0.428545, 1.294886, 1.109409], [-0.621252, 1.531765, 0.229328], [-0.634967, 2.557373, -0.660629], [0.455866, 3.456171, -0.720521], [1.721773, 2.826968, -1.208857], [3.006168, 3.150132, -0.900721], [3.953279, 2.354085, -1.586098], [3.374148, 1.436531, -2.397227], [1.657162, 1.529994, -2.356454], [3.842596, 0.707922, -3.027632], [5.016104, 2.465128, -1.473633], [3.271774, 3.933468, -0.213565], [0.118106, 4.221114, -1.429991], [0.623501, 3.940261, 0.250877], [1.287147, 1.944787, 1.103621], [1.251348, 0.090923, 2.658423], [-0.655438, -1.828875, 2.921319], [-0.404388, -1.534426, 3.942674], [-1.619722, -2.336308, 2.924174], [0.399447, -2.793292, 2.453866], [0.731867, -3.356757, 3.242586], [1.179858, -2.220339, 2.099023], [-0.020534, -3.714991, 1.349019], [-0.308986, -2.976315, 0.090201], [-1.462999, -2.959210, -0.632379], [-1.371391, -2.149195, -1.784608], [-0.156969, -1.562651, -1.919310], [0.919412, -1.994632, -0.659578], [0.186961, -0.897848, -2.685943], [-2.179280, -2.006170, -2.477268], [-2.347485, -3.506766, -0.362104], [-0.909812, -4.261707, 1.669699], [0.795090, -4.428928, 1.196479], [-2.612060, -1.023689, 1.173874]], "forces_ev_per_angstrom": [[-0.222, 0.327, -0.418], [0.078, 0.033, 0.018], [-0.002, -0.088, -0.042], [-0.070, 0.004, 0.047], [0.127, -0.185, 0.282], [0.164, -0.052, 0.124], [0.137, 0.245, 0.069], [0.001, 0.213, -0.026], [-0.240, -0.026, 0.063], [0.020, 0.108, -0.011], [-0.108, -0.204, 0.138], [-0.208, -0.243, 0.006], [0.163, 0.486, -0.075], [-0.115, -0.316, -0.199], [-0.373, 0.017, 0.014], [0.140, -0.150, -0.135], [-0.296, -0.045, -0.059], [0.349, 0.409, 0.256], [0.177, -0.144, -0.125], [0.203, -0.010, -0.009], [0.016, 0.166, 0.163], [0.060, -0.102, 0.214], [-0.030, -0.068, -0.105], [0.063, 0.075, -0.035], [0.145, 0.010, 0.137], [-0.410, 0.631, 0.038], [0.068, -0.183, -0.058], [0.129, -0.137, 0.021], [0.270, -0.134, 0.224], [0.047, 0.150, -0.158], [-0.094, -0.178, 0.245], [-0.145, -0.401, -0.618], [0.411, 0.192, -0.298], [0.298, -0.153, 0.218], [0.011, 0.074, -0.184], [0.138, -0.041, 0.156], [-0.512, -0.355, 0.033], [-0.004, 0.114, -0.175], [-0.144, 0.046, -0.155], [-0.194, -0.128, 0.132], [0.130, 0.078, 0.112], [-0.053, 0.073, 0.210], [-0.125, -0.108, -0.036]], "smiles": "COc1cc(C[NH2+]Cc2cccs2)ccc1OCc1cccs1", "homo_energy_ev": -11.033, "homo_lumo_gap_ev": 8.0, "charge": 1, "molar_mass_g_mol": 346.50}

{"formula": "C18H20NS", "method": "the ωB97M-V functional and the def2-TZVPD basis", "species": ["S", "C", "C", "C", "C", "C", "C", "C", "C", "C", "C", "C", "C", "C", "C", "C", "C", "C", "C", "N", "H", "H", "H", "H", "H", "H", "H", "H", "H", "H", "H", "H", "H", "H", "H", "H", "H", "H", "H", "H"], "xyz": [[-1.149550, 1.169364, -1.320331], [0.931238, -0.483382, 0.378699], [0.569857, -0.950415, 1.600063], [-0.403100, -2.197908, -3.237457], [0.404303, -2.935978, -2.353884], [3.468885, 2.005489, 1.507461], [3.106962, 3.200255, 0.934024], [-0.776588, -0.873761, -2.979899], [0.827606, -2.313913, -1.211928], [2.813812, 0.746993, 1.218963], [1.998162, 3.205794, 0.090090], [-0.519789, -0.325274, -1.778418], [0.312606, -1.014561, -0.909019], [1.716827, 0.736064, 0.354941], [1.361436, 1.954856, -0.255135], [0.492606, 2.002671, -1.502811], [-0.633583, -1.701834, 1.848999], [-3.811978, 0.313546, 1.144899], [-1.883834, -1.298254, 1.112657], [-2.312785, 0.079170, 1.325747], [0.961591, -0.600150, 2.521986], [-0.553298, -2.621111, -4.236456], [0.859714, -3.899949, -2.658675], [4.364385, 2.066780, 2.098929], [3.699527, 4.118692, 1.042400], [-1.294255, -0.428106, -3.745221], [1.435592, -2.802143, -0.433360], [3.082885, -0.211352, 1.622007], [1.734662, 4.152298, -0.417143], [1.150449, 1.539073, -2.242749], [0.120714, 3.031436, -1.676878], [-0.436775, -2.625842, 1.350643], [-0.737386, -1.669363, 3.029739], [-4.305465, -0.043565, 2.005994], [-4.071214, 1.435669, 1.031081], [-4.282249, -0.255572, 0.346366], [-2.636919, -2.042122, 1.411822], [-1.691767, -1.510147, 0.048042], [-2.008183, 0.337652, 2.261135], [-1.905098, 0.708901, 0.672676]], "forces_ev_per_angstrom": [[0.241, 2.090, -0.475], [-2.169, 0.101, -0.002], [0.519, 1.963, -1.739], [1.192, -0.381, -0.535], [0.292, -0.222, -1.309], [0.280, -1.980, -0.218], [-0.885, 0.230, -0.550], [0.234, -3.390, -0.529], [-0.932, 1.158, 1.264], [0.367, 2.791, 0.038], [-0.160, -1.494, -0.794], [0.991, -1.512, 1.235], [2.106, -1.665, 1.316], [1.715, 1.334, 0.840], [0.258, 1.916, -0.267], [-0.738, 1.040, 1.805], [-0.698, -0.579, 2.078], [-0.239, 1.777, -0.052], [0.034, -1.936, -0.630], [-2.492, -0.279, 0.829], [1.051, 0.780, 0.188], [-0.314, 0.205, 0.435], [-0.742, 0.579, 0.276], [0.179, -0.560, 0.377], [-0.347, -0.528, 0.317], [-1.327, 1.493, -1.381], [-0.072, 0.251, -0.720], [0.549, 0.068, 0.439], [-0.105, -0.824, 0.193], [-0.979, 0.262, -0.695], [1.059, -0.399, -0.392], [-0.215, -1.716, 0.794], [-0.341, -0.965, -2.449], [-0.404, -0.268, 1.240], [0.822, -1.889, 0.106], [0.807, 0.046, -0.478], [-0.298, 0.759, 0.067], [-0.454, 0.601, 0.367], [-0.247, 0.365, 0.139], [1.462, 0.778, -1.131]], "smiles": "C[NH2+]CC/C=C1/c2ccccc2CSc2ccccc21", "homo_energy_ev": -11.424, "homo_lumo_gap_ev": 8.6, "charge": 1, "molar_mass_g_mol": 282.43}

Number 1: lowest unoccupied orbital energy -3.0052 eV. Number 2: lowest unoccupied orbital energy -2.7935 eV.